Model w:
C3H12O2S2 | the ωB97M-V functional and the def2-TZVPD basis

Each line ends with the Löwdin charge.
Element x y z (Å)
C -0.170 -2.298 -0.907  -0.164
C 0.434 -1.253 0.057  -0.615
S -0.661 0.117 0.421  0.518
S -0.753 -0.080 2.462  0.452
C 0.919 0.462 2.945  -0.445
H 0.667 -2.886 -1.291  0.071
H -0.950 -2.864 -0.414  0.070
H -0.492 -1.842 -1.847  0.063
H 1.409 -0.932 -0.322  0.076
H 0.677 -1.866 0.926  0.060
H 1.410 -0.337 3.478  0.024
H 0.809 1.233 3.710  0.024
H 1.412 0.898 2.100  0.021
O -1.910 1.260 -2.391  -0.082
H -2.817 1.261 -2.723  0.043
H -1.994 0.729 -1.585  -0.046
O 0.942 2.576 -1.423  -0.081
H 1.065 3.442 -1.826  0.033
H 0.002 2.382 -1.368  -0.021

Properties
- highest occupied orbital energy (Eh) = -0.3181
- orbital gap (eV) = 9.291
- multiplicity = 1
- total charge = 0


Model x:
C3H12O2S2 | the ωB97M-V functional and the def2-TZVPD basis

Each line ends with the Löwdin charge.
Element x y z (Å)
C -0.766 -1.858 -1.399  -0.207
C -0.463 -1.033 -0.145  -0.618
S 1.065 -1.750 0.573  0.464
S 1.318 -1.215 2.507  0.432
C 2.067 0.376 2.695  -0.459
H -1.023 -2.933 -1.069  0.094
H -0.074 -1.825 -2.257  0.065
H -1.627 -1.208 -1.873  0.097
H -0.559 -0.021 -0.464  0.024
H -1.197 -1.311 0.631  0.064
H 3.044 0.319 3.130  0.034
H 2.170 0.828 1.762  0.014
H 1.457 0.973 3.215  -0.021
O 1.252 1.578 -1.568  -0.024
H 0.304 1.862 -1.715  0.071
H 1.484 2.199 -2.153  -0.046
O -2.640 1.941 -0.696  -0.008
H -3.227 1.536 -1.302  0.022
H -2.583 1.539 0.128  0.000

Properties
- highest occupied orbital energy (Eh) = -0.3087
- orbital gap (eV) = 8.895
- multiplicity = 1
- total charge = 0


model w takes first place; second place is 1.278 eV up.


Model w:
C3H12O2S2 | the ωB97M-V functional and the def2-TZVPD basis

Each line ends with the Löwdin charge.
Element x y z (Å)
C -1.640 1.542 0.271  -0.116
C -1.062 0.146 0.414  -0.355
C 0.469 0.141 0.606  -0.598
S 1.166 -1.388 1.262  0.429
S 0.214 -2.885 0.201  0.311
H -1.140 2.144 -0.479  0.071
H -2.668 1.461 -0.074  0.070
H -1.644 2.084 1.215  0.074
H -1.219 -0.441 -0.495  0.079
H -1.560 -0.398 1.214  0.096
H 0.773 0.886 1.330  0.062
H 0.864 0.439 -0.369  0.079
H 1.183 -3.090 -0.707  -0.198
O -2.458 -4.342 -3.220  -0.064
H -2.245 -4.259 -2.283  0.025
H -2.258 -5.247 -3.487  0.034
O 4.247 4.758 1.436  -0.063
H 4.579 4.066 0.853  0.031
H 4.398 4.384 2.311  0.032

Properties
- highest occupied orbital energy (Eh) = -0.3376
- orbital gap (eV) = 9.458
- multiplicity = 1
- total charge = 0


Model x:
C3H12O2S2 | the ωB97M-V functional and the def2-TZVPD basis

Each line ends with the Löwdin charge.
Element x y z (Å)
C 0.720 1.453 2.691  -0.191
C -0.057 0.290 2.060  -0.581
S -1.698 0.995 1.566  0.450
S -2.612 -0.728 0.970  0.407
C -1.802 -1.258 -0.586  -0.444
H 0.051 1.969 3.383  0.058
H 0.999 2.079 1.832  0.069
H 1.643 1.283 3.240  0.067
H 0.485 -0.204 1.262  0.056
H -0.421 -0.419 2.807  0.049
H -2.295 -2.193 -0.852  0.030
H -2.050 -0.472 -1.295  0.018
H -0.725 -1.413 -0.582  0.016
O 2.021 -2.107 -1.922  -0.050
H 2.116 -1.772 -1.040  0.011
H 1.635 -1.327 -2.348  0.017
O 0.808 0.899 -3.678  -0.046
H 1.276 1.722 -3.852  0.039
H -0.095 1.205 -3.656  0.027

Properties
- highest occupied orbital energy (Eh) = -0.3140
- orbital gap (eV) = 8.931
- multiplicity = 1
- total charge = 0


model w takes first place; second place is 0.150 eV up.


Model w:
C4H11S | the ωB97M-V functional and the def2-TZVPD basis

Each line ends with the Löwdin charge.
Element x y z (Å)
C -0.615 2.682 0.025  -0.208
C -1.809 2.625 0.898  -0.214
H -0.976 2.966 -0.965  0.061
H -0.080 1.736 -0.153  0.000
H 0.226 3.277 0.392  0.056
H -2.536 1.831 0.693  0.063
H -1.597 2.584 1.977  0.056
H -2.524 3.472 0.893  0.053
C 1.633 -2.039 0.889  -0.273
C 1.404 -1.531 -0.532  -0.839
S -0.336 -1.024 -0.771  0.092
H 2.624 -2.496 1.061  0.042
H 0.884 -2.812 1.080  0.034
H 1.530 -1.279 1.664  0.044
H 1.634 -2.271 -1.296  0.012
H 2.074 -0.667 -0.654  0.022

Properties
- highest occupied orbital energy (Eh) = -0.0813
- orbital gap (eV) = 6.261
- multiplicity = 1
- total charge = -1


Model x:
C4H11S | the ωB97M-V functional and the def2-TZVPD basis

Each line ends with the Löwdin charge.
Element x y z (Å)
C 1.721 -0.903 -1.168  -0.198
C 2.968 -0.040 -1.280  -0.187
H 1.335 -1.174 -2.152  0.051
H 0.951 -0.339 -0.645  -0.032
H 1.858 -1.840 -0.628  0.053
H 2.686 1.014 -1.280  0.057
H 3.647 -0.173 -0.432  0.053
H 3.570 -0.254 -2.178  0.050
C -2.625 -0.128 1.676  -0.261
C -2.215 1.032 0.769  -0.860
S -0.451 1.435 0.895  0.117
H -3.707 -0.288 1.683  0.041
H -2.282 0.032 2.696  0.037
H -2.161 -1.036 1.283  0.045
H -2.791 1.926 1.007  0.011
H -2.504 0.735 -0.247  0.024

Properties
- highest occupied orbital energy (Eh) = -0.0827
- orbital gap (eV) = 6.366
- multiplicity = 1
- total charge = -1


model x takes first place; second place is 0.319 eV up.


Model w:
C4H11S | the ωB97M-V functional and the def2-TZVPD basis

Each line ends with the Löwdin charge.
Element x y z (Å)
C -1.991 1.150 3.026  -0.166
C -0.414 1.471 3.095  -0.154
H -2.438 2.135 3.097  0.037
H -2.326 0.680 2.120  0.049
H -2.310 0.601 3.903  0.041
H -0.240 2.118 2.295  0.019
H 0.053 0.455 3.335  0.072
H -0.158 2.043 4.136  0.089
C 1.998 -0.678 -2.619  -0.271
C 1.327 -0.323 -1.217  -0.769
S -0.471 -0.983 -1.420  -0.069
H 1.190 -0.841 -3.316  -0.019
H 2.405 0.379 -2.750  0.053
H 2.678 -1.503 -2.456  0.033
H 1.924 -0.838 -0.351  0.043
H 1.239 0.788 -1.003  0.012

Properties
- highest occupied orbital energy (Eh) = -0.0778
- orbital gap (eV) = 5.829
- multiplicity = 1
- total charge = -1


Model x:
C4H11S | the ωB97M-V functional and the def2-TZVPD basis

Each line ends with the Löwdin charge.
Element x y z (Å)
C -0.109 3.058 -1.325  -0.768
S -1.061 2.098 -0.136  0.140
H 0.841 3.445 -0.907  -0.022
H -0.577 4.006 -1.608  -0.028
H 0.235 2.523 -2.218  -0.019
C -0.901 -1.451 -0.276  -0.160
C -0.178 -0.952 0.960  -0.371
C 1.194 -1.620 1.138  -0.152
H -1.490 -2.350 -0.107  0.055
H -1.609 -0.663 -0.553  0.015
H -0.227 -1.552 -1.119  0.061
H 0.029 0.123 0.955  -0.011
H -0.760 -1.184 1.857  0.092
H 1.738 -1.276 2.009  0.052
H 1.827 -1.494 0.249  0.059
H 1.048 -2.710 1.080  0.057

Properties
- highest occupied orbital energy (Eh) = -0.0777
- orbital gap (eV) = 6.150
- multiplicity = 1
- total charge = -1


model x takes first place; second place is 1.296 eV up.


Model w:
C4H9N4S | the ωB97M-V functional and the def2-TZVPD basis

Each line ends with the Löwdin charge.
Element x y z (Å)
C -1.682 -0.117 2.538  0.032
N -0.875 -0.062 1.345  -0.169
N -1.258 0.514 0.171  0.213
C -0.293 0.201 -0.677  -0.282
C -0.085 0.841 -2.122  -0.407
S 1.401 1.931 -2.022  0.722
N 0.571 -0.622 -0.033  -0.069
C 1.753 -1.342 -0.601  0.061
N 0.184 -0.725 1.219  0.187
H -2.662 -0.565 2.389  0.105
H -1.086 -0.674 3.228  0.094
H -2.090 0.871 2.925  0.134
H 0.127 0.073 -2.843  0.069
H -0.997 1.317 -2.321  0.059
H 1.059 2.723 -0.858  -0.051
H 2.148 -2.105 0.100  0.122
H 1.323 -1.681 -1.569  0.114
H 2.463 -0.579 -0.868  0.066

Properties
- highest occupied orbital energy (Eh) = -0.4945
- orbital gap (eV) = 9.573
- multiplicity = 1
- total charge = +1


Model x:
C4H9N4S | the ωB97M-V functional and the def2-TZVPD basis

Each line ends with the Löwdin charge.
Element x y z (Å)
C 0.692 0.188 -0.066  -0.251
C -1.380 0.335 -1.374  -0.006
C -1.339 0.983 1.187  -0.019
C -0.777 0.081 0.074  -0.349
N 1.343 1.427 -0.122  0.055
N 2.618 1.361 -0.028  -0.289
N 1.616 -0.788 0.051  -0.322
N 1.280 -2.135 0.062  0.089
S 3.235 -0.140 -0.063  1.171
H -1.173 1.464 -1.698  0.139
H -2.371 0.183 -1.300  0.042
H -0.782 -0.106 -2.157  0.081
H -1.440 1.920 0.758  0.058
H -0.691 0.922 2.120  0.114
H -2.262 0.370 1.450  0.120
H -1.159 -0.877 0.194  0.099
H 0.488 -2.450 0.659  0.143
H 2.103 -2.737 0.251  0.124

Properties
- highest occupied orbital energy (Eh) = -0.5445
- orbital gap (eV) = 9.274
- multiplicity = 1
- total charge = +1


Model y:
C4H9N4S | the ωB97M-V functional and the def2-TZVPD basis

Each line ends with the Löwdin charge.
Element x y z (Å)
C -2.513 1.014 -0.614  -0.019
C -2.731 0.668 0.693  -0.089
C -1.133 1.021 -0.779  -0.012
C 0.706 0.353 0.687  -0.125
N -1.580 0.357 1.317  0.110
N -0.605 0.588 0.412  -0.127
N 1.666 0.691 -0.103  -0.344
N 1.089 -2.017 -0.401  0.032
S 3.356 0.489 0.104  0.920
H -3.102 1.424 -1.380  0.103
H -3.663 0.635 1.262  0.133
H -0.403 1.233 -1.577  0.129
H 1.001 -0.183 1.561  0.141
H 1.319 1.065 -1.032  0.137
H 2.058 -2.492 -0.327  0.083
H 0.865 -2.335 -1.356  0.057
H 0.577 -2.471 0.264  -0.011
H 3.094 -0.039 1.268  -0.120

Properties
- highest occupied orbital energy (Eh) = -0.5026
- orbital gap (eV) = 9.041
- multiplicity = 1
- total charge = +1


model w takes first place; second place is 0.342 eV up.


Model w:
C5H4N2 | the ωB97M-V functional and the def2-TZVPD basis

Each line ends with the Löwdin charge.
Element x y z (Å)
C 2.903 0.155 -0.115  0.135
C 1.704 -0.433 0.061  -0.035
C 0.321 -0.248 0.126  -0.366
N -0.716 -1.153 -0.083  0.071
C -1.877 -0.505 0.006  -0.176
C -1.624 0.821 -0.139  -0.199
N -0.392 0.964 -0.006  0.025
H 3.945 0.317 0.037  0.001
H -2.769 -1.196 0.416  0.153
H -2.235 1.630 -0.118  0.089
H 0.253 1.834 0.657  0.303

Properties
- highest occupied orbital energy (Eh) = -0.3046
- orbital gap (eV) = 8.536
- multiplicity = 1
- total charge = 0


Model x:
C5H4N2 | the ωB97M-V functional and the def2-TZVPD basis

Each line ends with the Löwdin charge.
Element x y z (Å)
C -0.343 1.097 2.343  0.124
C 0.210 0.365 1.562  -0.067
C 0.355 -0.285 0.303  -0.305
C 0.990 0.155 -0.842  -0.028
C 0.172 -0.313 -1.885  -0.162
N -0.845 -1.043 -1.438  0.037
N -0.699 -1.034 -0.116  0.006
H -0.924 1.810 2.878  0.031
H 1.866 0.785 -0.894  0.104
H 0.237 -0.075 -2.936  0.098
H -1.405 -1.433 0.485  0.160

Properties
- highest occupied orbital energy (Eh) = -0.3300
- orbital gap (eV) = 9.866
- multiplicity = 1
- total charge = 0


Model y:
C5H4N2 | the ωB97M-V functional and the def2-TZVPD basis

Each line ends with the Löwdin charge.
Element x y z (Å)
C 2.791 -0.481 0.296  0.113
C 1.629 -0.209 0.129  -0.108
C 0.241 0.068 -0.035  -0.255
C -0.403 1.185 -0.627  -0.114
N -1.719 1.076 -0.575  0.031
N -1.934 -0.097 0.040  -0.035
C -0.801 -0.741 0.378  -0.049
H 3.818 -0.734 0.443  0.024
H 0.055 2.049 -1.093  0.113
H -2.883 -0.408 0.179  0.152
H -0.795 -1.708 0.863  0.128

Properties
- highest occupied orbital energy (Eh) = -0.3276
- orbital gap (eV) = 9.849
- multiplicity = 1
- total charge = 0


Model z:
C5H4N2 | the ωB97M-V functional and the def2-TZVPD basis

Each line ends with the Löwdin charge.
Element x y z (Å)
H 1.303 1.124 2.636  0.050
N 1.143 0.358 1.986  0.100
C 0.336 0.708 1.072  -0.219
C -0.052 -0.262 0.020  -0.317
C -0.229 0.255 -1.328  -0.091
C -0.553 0.674 -2.415  0.130
C -0.509 -1.620 0.202  -0.161
N 0.667 -1.772 0.551  0.237
H -0.053 1.725 0.943  0.117
H -0.791 1.040 -3.396  0.032
H -1.261 -2.230 -0.271  0.121

Properties
- highest occupied orbital energy (Eh) = -0.3308
- orbital gap (eV) = 9.544
- multiplicity = 1
- total charge = 0


model y takes first place; second place is 0.650 eV up.


Model w:
C4H10N2O | the ωB97M-V functional and the def2-TZVPD basis

Each line ends with the Löwdin charge.
Element x y z (Å)
C -0.324 -1.094 -2.106  -0.155
C 0.135 0.064 2.142  -0.065
N -0.485 0.216 -1.545  0.025
C -0.597 0.435 -0.269  -0.442
N -1.057 1.686 0.116  0.116
C 0.167 -0.339 0.697  -0.124
O 1.692 -0.027 -0.287  -0.149
H 2.601 -0.179 0.013  0.031
H -0.472 2.193 0.762  0.081
H -1.290 2.257 -0.685  0.093
H 0.122 -1.411 0.515  0.116
H 0.697 -1.232 -2.459  0.075
H -0.557 -1.949 -1.464  0.069
H -0.997 -1.146 -2.969  0.071
H -0.887 0.277 2.460  0.091
H 0.535 -0.726 2.778  0.079
H 0.718 0.976 2.301  0.087

Properties
- highest occupied orbital energy (Eh) = -0.3200
- orbital gap (eV) = 9.242
- multiplicity = 1
- total charge = 0


Model x:
C4H10N2O | the ωB97M-V functional and the def2-TZVPD basis

Each line ends with the Löwdin charge.
Element x y z (Å)
C -0.974 -0.197 0.165  -0.646
C -1.928 -1.029 -0.668  -0.027
C 2.628 0.672 -0.141  -0.086
N -0.625 -0.647 1.432  0.003
C 0.316 0.184 -0.530  -0.054
O -1.551 1.243 0.131  -0.082
N 1.310 0.262 0.264  -0.054
H -1.149 1.674 0.898  0.070
H -1.434 -0.954 1.955  0.062
H 0.616 -0.169 1.422  0.177
H 0.362 0.297 -1.609  0.143
H -2.881 -1.098 -0.148  0.082
H -2.104 -0.559 -1.635  0.079
H -1.517 -2.027 -0.818  0.085
H 3.361 -0.060 0.201  0.083
H 2.713 0.765 -1.230  0.081
H 2.854 1.641 0.312  0.086

Properties
- highest occupied orbital energy (Eh) = -0.3045
- orbital gap (eV) = 9.193
- multiplicity = 1
- total charge = 0


Model y:
C4H10N2O | the ωB97M-V functional and the def2-TZVPD basis

Each line ends with the Löwdin charge.
Element x y z (Å)
C 1.829 -0.732 -0.491  -0.074
C 1.398 -0.333 0.954  -0.246
N 0.575 0.896 0.982  0.011
C -0.401 0.998 -0.035  -0.454
O -0.497 1.925 -0.791  0.107
C -1.444 -0.176 -0.132  -0.197
N -2.680 0.387 -0.627  -0.004
H 1.178 -1.478 -0.920  0.057
H 1.858 0.179 -1.083  0.078
H 2.848 -1.101 -0.389  0.070
H 2.290 -0.145 1.554  0.103
H 0.981 -1.201 1.467  0.098
H 0.347 1.364 1.834  0.122
H -0.988 -0.889 -0.827  0.104
H -1.586 -0.637 0.845  0.109
H -2.459 1.197 -1.187  0.054
H -3.247 -0.254 -1.153  0.063

Properties
- highest occupied orbital energy (Eh) = -0.3368
- orbital gap (eV) = 10.147
- multiplicity = 1
- total charge = 0


model y takes first place; second place is 1.369 eV up.